DFT (ωB97M-V/def2-TZVPD) results for a molecular structure, C13H36B3BrN2O11P2 at a distorted geometry.

## Properties
Calculated total energy   -130224.4058 eV
Maximum force   0.0237 Eh/bohr
HOMO level   -8.7 eV
2S+1   1
Energy relative to the best compared isomer or geometry (same formula, charge and spin)   0.0 kcal per mole

Last column: Löwdin charge in e.
CARTESIAN COORDINATES (ANGSTROEM)
1 O -2.52864 -6.60921 4.24101  -0.468
2 P -2.13286 -5.32034 3.60328  0.756
3 B -1.03328 -5.64427 2.03167  -0.572
4 O -1.60030 -6.33213 0.96384  0.213
5 B -1.30463 -5.65707 -0.20484  -1.012
6 Br -2.69099 -4.95259 -1.30460  0.962
7 O 0.02183 -5.35339 -0.45098  0.243
8 B 0.43948 -4.59446 0.64773  -0.574
9 C 0.95972 -3.13172 0.43833  -0.044
10 P 0.26893 -1.98854 1.64790  0.439
11 O -0.74599 -2.62079 2.51392  -0.264
12 O -0.31496 -0.75936 0.82548  -0.112
13 O 1.47297 -1.28526 2.42866  -0.111
14 O 0.25714 -5.17249 1.89487  0.253
15 H -3.22595 -4.58503 3.09577  0.015
16 H -1.45856 -4.42154 4.44450  0.005
17 H 2.04950 -3.07177 0.38137  0.109
18 H 0.60100 -2.77729 -0.53206  0.102
19 H -1.28532 -0.79684 0.84476  0.102
20 H 1.89522 -1.94251 3.00098  0.099
21 C -5.15437 -0.34878 -5.76513  -0.117
22 O -3.86953 -0.81319 -6.12335  -0.194
23 C -2.96424 0.20375 -6.53335  -0.217
24 C -1.85569 0.38930 -5.52139  -0.217
25 N -2.35950 0.98301 -4.29103  -0.050
26 C -1.41038 0.98780 -3.18387  -0.198
27 C -0.93265 -0.35323 -2.64085  -0.227
28 O -1.94019 -1.10866 -1.98639  -0.195
29 C -2.74974 -1.90653 -2.83851  -0.120
30 H -5.78843 -1.22351 -5.63178  0.089
31 H -5.14461 0.21981 -4.82829  0.079
32 H -5.58423 0.27932 -6.55132  0.088
33 H -3.49065 1.14563 -6.71390  0.123
34 H -2.52130 -0.12110 -7.47875  0.122
35 H -1.09255 1.04870 -5.94585  0.124
36 H -1.39544 -0.59513 -5.35604  0.106
37 H -3.18875 0.47956 -4.00361  0.069
38 H -1.88054 1.52677 -2.35737  0.121
39 H -0.53288 1.57050 -3.48240  0.120
40 H -0.17951 -0.14287 -1.87952  0.107
41 H -0.44211 -0.96344 -3.40970  0.114
42 H -2.18532 -2.27130 -3.70081  0.096
43 H -3.63383 -1.36587 -3.18677  0.077
44 H -3.07173 -2.76245 -2.24411  -0.034
45 C 3.33531 5.86449 4.61649  -0.118
46 O 3.72785 4.54145 4.91559  -0.194
47 C 2.66080 3.67395 5.27736  -0.218
48 C 2.42070 2.62615 4.21354  -0.217
49 N 1.86151 3.21744 3.00653  -0.047
50 C 1.81005 2.31849 1.85822  -0.198
51 C 3.12418 1.79085 1.29745  -0.230
52 O 3.93732 2.77211 0.68334  -0.177
53 C 4.77964 3.50080 1.55419  -0.101
54 H 4.24356 6.45633 4.51725  0.088
55 H 2.77389 5.92911 3.67761  0.079
56 H 2.72529 6.29000 5.41930  0.088
57 H 1.74769 4.24182 5.47922  0.122
58 H 2.95538 3.17014 6.20215  0.121
59 H 1.71793 1.88140 4.59980  0.124
60 H 3.37923 2.12029 4.02930  0.107
61 H 2.41131 4.02975 2.75794  0.070
62 H 1.30027 2.85455 1.05351  0.121
63 H 1.17967 1.46252 2.11662  0.098
64 H 2.87175 1.08025 0.50548  0.118
65 H 3.70025 1.23094 2.04489  0.110
66 H 5.10770 2.89312 2.40238  0.088
67 H 4.29622 4.40685 1.93148  0.073
68 H 5.65635 3.80570 0.98286  0.087